{
  "formula": "C4H12N2S",
  "method": "ωB97M-V with the def2-TZVPD basis set",
  "elements": ["C", "N", "C", "N", "C", "C", "S", "H", "H", "H", "H", "H", "H", "H", "H", "H", "H", "H", "H"],
  "coordinates": [[-0.126794, -0.974397, -0.251090], [0.613991, 0.273519, -0.590745], [2.041334, 0.128510, -0.284743], [2.805584, 1.319769, -0.590169], [-1.633641, -0.756940, -0.350547], [-2.159712, 0.425618, 0.480524], [-1.335237, 0.676968, 2.066635], [0.131179, -1.245448, 0.780324], [0.183099, -1.756513, -0.951609], [0.192972, 0.969313, 0.039494], [2.220261, -0.100689, 0.788424], [2.443904, -0.689299, -0.908974], [2.605068, 1.619563, -1.525024], [2.578516, 2.072092, 0.017297], [-2.105564, -1.695173, -0.013185], [-1.904680, -0.599335, -1.428311], [-3.269715, 0.324913, 0.645983], [-2.017951, 1.351843, -0.111683], [-1.262615, -1.344316, 2.187400]],
  "forces_ev_per_a": [[0.5, 1.0, -0.5], [-0.7, -0.6, 0.3], [0.1, 0.3, 0.1], [0.3, -0.8, -0.1], [0.1, -0.2, -0.6], [-1.2, 0.3, -0.6], [-0.1, -4.1, 0.3], [0.0, -0.4, -0.2], [0.0, 0.0, 0.2], [0.7, -0.1, -0.3], [-0.1, -0.1, -0.4], [-0.3, 0.2, 0.4], [-0.1, 0.1, -0.5], [-0.2, 0.6, 0.6], [-0.1, 0.3, 0.0], [0.1, -0.1, 0.9], [1.1, 0.1, -0.2], [0.0, -0.3, 0.4], [-0.1, 3.9, 0.2]],
  "energy_ev": -18155.30837,
  "homo_lumo_gap_ev": 7.84,
  "charge": 0,
  "homo_energy_ev": -8.96
}